(1)
C24H36FO18 | ωB97M-V with the def2-TZVPD basis set

Highest occupied orbital energy, eV: -7.1814
ΔE to the lowest compared entry with this formula, charge and spin, kcal per mole: 218.93
Gap between HOMO and LUMO, Ha: 0.34404

Structure (ORCA input):
```
! wB97M-V def2-TZVPD RIJCOSX def2/J DEFGRID3
* xyz -1 1
F -0.46221 0.41623 -0.14400
C 0.90086 -1.30369 2.89463
C 1.22783 -2.80692 3.02900
C 1.71493 -3.75246 2.02413
O 3.11409 -3.74022 2.14691
C 3.43299 -3.21317 3.28393
O 4.61246 -3.17757 3.85079
O 2.32964 -2.84208 3.91409
H 0.36762 -0.85410 3.85436
H 0.22395 -0.81256 2.19914
H 1.72088 -0.72864 2.78732
H 0.41752 -3.33398 3.39061
H 1.58525 -3.25568 0.99929
H 1.13879 -4.89024 1.84729
C -4.06951 3.17388 -1.99284
C -3.28055 2.07321 -2.46993
C -3.36318 0.85053 -1.72753
O -4.25482 -0.01523 -2.42175
C -4.34858 0.53875 -3.65900
O -5.00010 -0.00345 -4.56445
O -3.85229 1.78025 -3.72403
H -3.91024 4.26479 -2.28912
H -3.97640 3.32356 -0.87427
H -5.28432 3.03519 -2.09528
H -2.24235 2.18109 -2.55723
H -3.53338 0.96610 -0.71029
H -2.43443 0.44030 -2.05091
C -0.71619 0.50452 -4.45715
C 0.46178 0.70571 -3.48381
C 1.11422 -0.67290 -3.14676
O 2.54308 -0.25534 -3.54145
C 2.56155 0.85296 -4.06137
O 3.56203 1.32869 -4.52659
O 1.39537 1.43847 -4.06332
H -0.51180 0.04434 -5.41659
H -1.04728 1.48933 -4.71727
H -1.38974 -0.14635 -3.90205
H 0.10441 1.49535 -2.66656
H 0.99037 -1.46720 -3.81765
H 1.03062 -1.03663 -2.20758
C 1.11988 2.64941 3.58468
C -0.33995 3.14174 3.34033
C -1.22351 2.23102 2.51013
O -2.57968 2.36789 3.07751
C -2.38941 3.15605 4.17122
O -3.23983 3.61215 4.84346
O -1.10810 3.40655 4.48175
H 1.44539 2.49792 2.52462
H 0.95125 1.71877 4.00844
H 1.81665 3.10481 4.06082
H -0.09735 4.20025 2.80362
H -0.97201 1.21863 2.21041
H -1.17235 2.54899 1.48404
C -1.13471 -2.99388 -2.12323
C -1.07340 -2.79877 -0.58754
C -2.36607 -2.28412 0.07979
O -2.77587 -3.30282 0.99328
C -1.88511 -4.36810 0.93664
O -2.07262 -5.37143 1.43310
O -0.96065 -4.04649 0.04168
H -2.10492 -3.48903 -2.27040
H -0.37050 -3.24945 -2.70098
H -1.41230 -2.32535 -2.86134
H -0.05568 -2.28841 -0.42642
H -3.28667 -2.11320 -0.44278
H -2.15747 -1.41944 0.63497
C 3.35348 2.25467 0.21145
C 2.93018 1.00301 0.81339
C 3.58525 -0.21816 0.06534
O 4.71376 -0.32147 0.85679
C 4.55810 0.30784 2.10662
O 5.24000 0.23066 3.00928
O 3.51515 1.04717 2.06540
H 3.00341 2.31705 -0.86673
H 4.22493 2.25601 0.01742
H 3.00998 2.98361 0.91130
H 1.72498 0.90057 0.87478
H 3.73147 -0.11338 -1.02539
H 2.98142 -1.04614 0.21987
*
```

Mulliken population analysis, charges in e, atoms 1 to 2:
1 F -0.81
2 C -0.80

(2)
C8H11N5 | ωB97M-V with the def2-TZVPD basis set

Highest occupied orbital energy (spin up / spin down), eV: -14.8745 / -14.8799
ΔE to the lowest compared entry with this formula, charge and spin, kcal per mole: 106.83
Gap between HOMO and LUMO (spin up / spin down), Ha: 0.19367 / 0.19406

Structure (ORCA input):
```
! wB97M-V def2-TZVPD RIJCOSX def2/J DEFGRID3
* xyz 2 1
C -0.55976 -0.58561 2.82482
C 0.33627 -1.21701 1.97947
C -1.40253 0.32238 2.19883
C 1.24470 -1.65685 -0.14718
C 0.40280 1.11783 -1.19934
C 1.47013 0.25599 -1.74732
C -0.36369 3.45672 -0.99952
C -1.12296 -0.71709 0.19267
N -1.78874 0.09847 0.92507
N 0.10928 2.28459 -1.13278
N 0.19567 -1.09467 0.64215
N 1.57816 -1.11383 -1.29664
N -1.64964 -1.22732 -0.92732
H -0.32933 -0.64168 3.78321
H 1.27101 -1.65983 2.41476
H -1.91378 0.98096 2.79315
H 1.62320 -2.59986 0.22826
H 1.27111 0.15787 -2.81318
H 2.37342 0.91692 -1.67510
H -0.35032 3.94258 0.05298
H -0.97276 3.82978 -1.77290
H 2.39960 -1.52502 -1.66660
H -2.62552 -1.49176 -0.96364
H -1.19631 -1.83358 -1.69384
*
```

natural (NBO) population analysis, charges in e, atoms 1 to 2:
1 C -0.28
2 C 0.13

(3)
C24H48O24 | ωB97M-V with the def2-TZVPD basis set

Highest occupied orbital energy, eV: -9.6714
ΔE to the lowest compared entry with this formula, charge and spin, kcal per mole: 329.12
Gap between HOMO and LUMO, Ha: 0.37065

Structure (ORCA input):
```
! wB97M-V def2-TZVPD RIJCOSX def2/J DEFGRID3
* xyz 0 1
C -0.31739 3.11660 -7.20197
O -1.45664 2.87442 -6.38669
C -1.49155 3.59136 -5.21293
O -0.48805 4.33468 -4.82746
O -2.43294 3.22193 -4.33670
C -2.53210 3.97453 -3.02703
H -0.44493 4.13553 -7.43129
H -0.30205 2.58441 -8.06476
H 0.72981 3.14594 -6.71445
H -2.91351 4.96902 -3.28996
H -1.67075 4.04713 -2.67228
H -3.18444 3.51588 -2.18214
C -1.09081 -1.15814 7.97410
O -1.59420 -1.27685 6.65616
C -1.00283 -0.47553 5.84788
O 0.03019 0.21150 6.09454
O -1.47952 -0.46410 4.68397
C -0.99731 0.30617 3.50074
H -0.16848 -1.73774 8.01522
H -1.80746 -1.82548 8.58078
H -0.84068 -0.19680 8.44326
H 0.09224 0.24672 3.39710
H -1.32955 1.24800 3.51381
H -1.32004 0.00333 2.42996
C -6.72239 3.23525 3.70514
O -5.98851 2.85772 2.50934
C -4.66572 3.41415 2.47110
O -4.26680 4.11087 3.26331
O -3.99701 2.91276 1.42554
C -2.59178 3.25153 1.18827
H -7.51795 2.31113 3.82667
H -7.23089 4.13527 3.63095
H -6.10668 3.24995 4.77124
H -2.43752 2.65530 0.36248
H -1.88921 2.99859 1.80914
H -2.42830 4.45701 0.95865
C 1.08810 -2.97350 3.50293
O 2.04970 -4.00145 3.10866
C 2.90260 -4.50131 3.88094
O 2.98973 -4.12503 5.13774
O 3.63722 -5.47877 3.43982
C 4.65253 -6.16815 4.15626
H 1.43209 -2.04373 3.44667
H 0.64365 -3.29449 4.27874
H 0.23087 -2.84735 2.74059
H 4.27331 -6.76678 4.91852
H 5.32324 -5.50915 4.40645
H 5.28609 -6.80133 3.62756
C 0.84240 -0.87218 0.05331
O 1.30333 0.47386 -0.06211
C 0.61713 1.46810 -0.57962
O -0.53940 1.28263 -1.02847
O 1.28361 2.65468 -0.51054
C 0.55252 3.84260 -0.86528
H 0.94283 -1.37487 -0.83899
H -0.18999 -0.97014 0.43442
H 1.68821 -1.36776 0.63269
H 1.43128 4.59373 -0.60403
H -0.16256 3.88975 -0.31598
H 0.51933 3.81711 -1.87283
C 4.37909 -0.57798 -2.21851
O 5.04167 0.52522 -1.50396
C 4.88807 1.76508 -1.83388
O 4.38882 2.09727 -2.88806
O 5.59319 2.60275 -1.02562
C 5.26007 3.95195 -0.98367
H 3.18424 -0.48122 -2.24720
H 4.56849 -1.43370 -1.55161
H 4.79583 -0.78791 -3.14766
H 5.65739 4.41847 -0.02592
H 4.17699 4.13971 -0.74787
H 5.50698 4.79153 -1.57409
C 1.48095 -3.68702 -5.39490
O 1.42546 -2.27149 -5.69281
C 1.14741 -1.36305 -4.75113
O 0.92596 -1.75206 -3.62444
O 0.99711 -0.14469 -5.16783
C 0.85879 0.92343 -4.15659
H 1.37819 -4.56504 -6.04192
H 0.34011 -3.99475 -4.67930
H 2.32837 -3.82559 -4.77466
H 1.35019 0.88092 -3.30707
H -0.15670 1.05132 -3.97198
H 1.00534 1.86242 -4.78294
C -1.52444 -2.79520 -2.19284
O -2.69171 -3.26409 -1.49769
C -2.49003 -3.56885 -0.23142
O -1.48455 -3.35019 0.48862
O -3.59750 -4.11938 0.37596
C -3.59076 -4.82197 1.59983
H -1.66402 -2.92778 -3.27014
H -0.44458 -3.31076 -1.98999
H -1.35982 -1.68608 -1.91701
H -4.61916 -5.08989 2.02931
H -2.94226 -4.32921 2.46703
H -3.05525 -5.77066 1.43284
*
```

Mulliken population analysis, charges in e, atoms 1 to 2:
1 C -0.66
2 O -0.33

(4)
C30H49ClN4O5S | ωB97M-V with the def2-TZVPD basis set

Highest occupied orbital energy (spin up / spin down), eV: -7.9341 / -8.5226
<S²>: 2.008
Gap between HOMO and LUMO (spin up / spin down), Ha: 0.28700 / 0.30861

Structure (ORCA input):
```
! wB97M-V def2-TZVPD RIJCOSX def2/J DEFGRID3
* xyz 0 3
O 2.32873 0.72148 1.82494
S 1.77655 1.55622 0.80628
O 0.73724 1.05104 -0.03477
Cl 3.29571 2.13074 -0.41769
C 1.29140 3.10297 1.54776
C 0.07322 3.78783 0.92258
C 0.15560 4.06361 -0.58753
C -1.20632 4.18472 -1.29816
C -2.08574 2.96514 -1.18663
C -1.93279 1.91495 -2.03684
C -2.72839 0.75528 -1.95822
C -3.72724 0.65590 -1.03706
O -4.52239 -0.44693 -0.92030
C -3.94900 1.72506 -0.13676
N -4.94974 1.63213 0.77904
C -5.11369 2.64842 1.57767
C -4.29844 3.81263 1.49550
N -3.33386 3.93090 0.62774
C -3.11836 2.87831 -0.21556
H 1.07301 2.77229 2.56767
H 2.16335 3.75429 1.60870
H -0.80329 3.18953 1.15565
H -0.02719 4.75132 1.42733
H 0.75891 3.32085 -1.10478
H 0.66685 5.02148 -0.73240
H -0.99702 4.35204 -2.35695
H -1.74224 5.05651 -0.92382
H -1.15889 1.95401 -2.79456
H -2.55177 -0.07588 -2.63266
H -4.76141 -0.75202 -1.80242
H -5.90182 2.59344 2.32371
H -4.47495 4.64292 2.17402
C 4.71279 -0.55410 -4.67795
C 3.24340 -0.43720 -4.24553
C 2.96348 -1.33900 -3.04164
C 2.95748 -2.82451 -3.39951
C 1.97357 -3.10808 -4.53474
C 2.18704 -2.22994 -5.77142
N 2.29748 -0.79524 -5.35116
O 1.14919 -0.24177 -5.20393
C 3.42362 -2.68840 -6.55935
C 0.99421 -2.35645 -6.71051
C 3.00845 1.01892 -3.87340
H 5.33544 -0.06048 -3.93156
H 5.07294 -1.57475 -4.75226
H 4.87644 -0.05755 -5.63516
H 1.99018 -1.07117 -2.61830
H 3.70974 -1.13133 -2.27105
H 3.96187 -3.16014 -3.67106
H 2.67131 -3.40621 -2.52167
H 2.03937 -4.15411 -4.84314
H 0.95562 -2.95035 -4.16509
H 3.67605 -1.96203 -7.33276
H 3.20019 -3.63675 -7.04826
H 4.30212 -2.85637 -5.94471
H 0.05578 -2.13547 -6.20945
H 0.95179 -3.38071 -7.08268
H 1.09298 -1.68227 -7.56176
H 3.13295 1.67209 -4.73853
H 3.73557 1.31249 -3.11797
H 2.01288 1.17830 -3.46638
C -2.31979 -2.99175 5.55876
C -2.05658 -1.50036 5.81382
C -2.79118 -0.64212 4.78136
C -2.17566 -0.72861 3.38572
C -0.68900 -0.38002 3.42302
C 0.11077 -1.19272 4.44618
N -0.59492 -1.16800 5.76825
O -0.31756 -0.11482 6.44675
C 0.32616 -2.62747 3.94070
C 1.49233 -0.57931 4.61617
C -2.56709 -1.19842 7.21713
H -3.34932 -3.21667 5.83812
H -2.21065 -3.28937 4.52138
H -1.66148 -3.61093 6.16937
H -2.77206 0.40109 5.11430
H -3.83975 -0.94900 4.75706
H -2.32613 -1.72308 2.95808
H -2.69238 -0.03848 2.71929
H -0.23789 -0.52912 2.43895
H -0.58153 0.68463 3.66322
H 0.74068 -3.25365 4.73195
H 1.04027 -2.60539 3.11745
H -0.57221 -3.10250 3.55927
H 1.44470 0.47481 4.87967
H 2.01581 -0.66396 3.66822
H 2.07410 -1.09490 5.38184
H -1.99971 -1.75643 7.96298
H -3.61286 -1.50093 7.28251
H -2.49705 -0.14113 7.45794
*
```

Mulliken population analysis, charges in e, atoms 1 to 2:
1 O -0.55
2 S 1.00

(5)
C47H52Cl6N9O2Tl | ωB97M-V with the def2-TZVPD basis set

Highest occupied orbital energy, eV: -1.3057
ΔE to the lowest compared entry with this formula, charge and spin, kcal per mole: 0.00
Gap between HOMO and LUMO, Ha: 0.16717

Structure (ORCA input):
```
! wB97M-V def2-TZVPD RIJCOSX def2/J DEFGRID3
* xyz -2 1
Tl 0.11687 -0.49386 0.09447
N 3.94485 -3.87065 -1.35643
C 2.72360 -4.32709 -0.64007
C 2.99308 -4.24237 0.86065
C 3.53348 -2.88507 1.36840
N 3.70021 -2.82714 2.84531
H 3.88227 -2.83955 -1.36377
H 3.81083 -4.13278 -2.30013
H 2.55567 -5.35659 -0.94287
H 1.82487 -3.74770 -0.92228
H 3.71024 -5.02450 1.14392
H 2.07889 -4.45604 1.37452
H 2.90040 -2.07381 1.00991
H 4.52225 -2.73025 0.88646
H 3.84095 -3.74442 3.20611
H 2.91979 -2.40666 3.32620
Cl -0.42942 -0.83710 3.48843
C -1.78768 -1.63322 2.74655
C -1.69299 -1.93650 1.39542
C -2.69417 -2.67743 0.81941
Cl -2.59621 -2.96469 -0.94922
C -3.77515 -3.19797 1.54424
Cl -5.02564 -4.13752 0.77330
C -3.90595 -2.83844 2.87094
Cl -5.31899 -3.24969 3.80395
C -2.88579 -2.07117 3.49196
Cl -3.00025 -1.53994 5.19358
N 3.63580 -4.17966 -7.18345
C 3.81555 -5.31560 -7.93115
C 4.73896 -5.78771 -8.85738
C 4.50441 -6.96206 -9.54863
C 3.33718 -7.73484 -9.27414
C 2.44712 -7.29459 -8.29899
C 2.67066 -6.06726 -7.63739
N 1.81923 -5.43219 -6.77084
C 2.44154 -4.27947 -6.46114
C 2.02951 -3.27568 -5.55402
C 2.82753 -2.21184 -5.08273
C 2.35698 -1.13916 -4.46297
N 0.92226 -1.09419 -4.35568
C 0.18784 -2.33111 -4.26513
C 0.73969 -3.39212 -4.89187
H 4.10042 -3.28734 -7.30621
H 5.64085 -5.16642 -9.10902
H 5.17383 -7.19803 -10.36948
H 3.07319 -8.55323 -9.97644
H 1.55577 -7.87296 -8.03754
H 3.90075 -2.25446 -5.21639
H 2.96353 -0.42825 -3.92073
H -0.63987 -2.43387 -3.59852
H 0.16941 -4.33697 -4.97669
C 1.12329 3.08797 7.79319
C 0.08634 2.87088 6.66834
C -1.27408 2.84390 7.35037
C 0.31573 1.46950 6.04396
C 0.18516 4.01894 5.59624
O 0.44462 5.26500 6.26416
C -1.06696 4.28751 4.81639
C -1.82110 3.19147 4.04956
C -3.01509 3.86234 3.34816
C -4.20151 4.04166 4.00441
C -5.27944 4.65613 3.39086
C -5.12896 5.10813 2.07477
Cl -6.40008 6.02613 1.34758
C -3.89699 5.00888 1.46006
C -2.86292 4.35935 2.06864
C 1.46447 3.88948 4.71052
N 1.31788 3.36095 3.36407
C 1.68792 2.17266 2.87363
N 1.41257 2.04766 1.61393
C 0.79313 3.23583 1.35558
N 0.74458 4.08410 2.35717
H 1.10166 2.21200 8.45778
H 0.92398 3.99089 8.38603
H 2.12855 3.16254 7.41953
H -1.18884 2.11609 8.15154
H -2.04756 2.51634 6.64964
H -1.57544 3.78823 7.69607
H 0.23185 0.71641 6.85725
H 1.28028 1.24401 5.61399
H -0.44150 1.20901 5.34982
H -0.38418 5.76907 6.23433
H -0.93655 5.14731 4.13838
H -1.79803 4.63419 5.54677
H -2.21623 2.44415 4.75811
H -1.16603 2.73505 3.34318
H -4.31405 3.62096 4.99860
H -6.27170 4.82038 3.85640
H -3.78154 5.50785 0.52702
H -1.90980 4.21586 1.54129
H 2.21950 3.33299 5.24029
H 1.78198 4.91877 4.63868
H 2.15211 1.40033 3.51197
H 0.31088 3.44081 0.40621
C -3.72813 0.99192 0.35998
C -2.35269 1.30410 -0.28669
C -2.39576 2.60811 -1.08181
O -1.30370 1.24460 0.61629
H -4.49124 0.86277 -0.41084
H -4.13789 1.82790 0.91761
H -3.66176 0.11343 1.05889
H -2.24575 0.50686 -1.06649
H -2.56603 3.40153 -0.37711
H -3.16144 2.57471 -1.85777
H -1.40725 2.76546 -1.57073
N -2.07543 4.49030 -6.55893
C -1.64347 3.57082 -6.03395
C -1.05523 2.38646 -5.43911
C -1.77733 1.25076 -5.05917
C -1.12518 0.07599 -4.71114
C 0.28589 0.05917 -4.62269
C 1.00767 1.23845 -4.91754
C 0.32829 2.35148 -5.32696
H -2.84977 1.30702 -5.04281
H -1.72644 -0.81999 -4.54569
H 2.08437 1.17006 -4.92125
H 0.91226 3.15759 -5.67899
*
```

Mulliken population analysis, charges in e, atoms 1 to 2:
1 Tl 0.56
2 N -0.71

(6)
C4H9NO | ωB97M-V with the def2-TZVPD basis set

Highest occupied orbital energy, eV: -9.4631
ΔE to the lowest compared entry with this formula, charge and spin, kcal per mole: 74.97
Gap between HOMO and LUMO, Ha: 0.38208
Structure (SMILES): C1CN2C[C@@H]12.O

Structure (ORCA input):
```
! wB97M-V def2-TZVPD RIJCOSX def2/J DEFGRID3
* xyz 0 1
C 0.50206 -0.43570 0.47194
C -0.73244 -1.31350 0.19273
N -1.54582 -0.17427 -0.31521
C -1.49469 0.89349 0.68505
C -0.33158 0.68447 -0.18639
H 0.73383 -0.21214 1.51927
H 1.41737 -0.79727 0.00534
H -0.53936 -1.97435 -0.65843
H -1.17678 -1.88825 1.01170
H -2.18128 1.70528 0.47087
H -1.37386 0.64421 1.73879
H -0.07569 1.38114 -0.98584
O 2.62882 0.65717 -1.33318
H 2.30139 -0.12696 -1.79058
H 1.86803 0.95666 -0.82607
*
```

natural (NBO) population analysis, charges in e, atoms 1 to 2:
1 C -0.45
2 C -0.22

Q: Which DFT total energy values were calculated for the entries above? A: -2390.095703 -584.424322 -2748.572790 -2626.012888 -5399.107951 -287.712979, in hartree.